# 1
Density functional theory data (ωB97M-V/def2-TZVPD) for a structure of composition C31H52BrIrN5P2.

```
92
Properties=species:S:1:pos:R:3:forces:R:3
N -2.6801 6.5686 0.4099 -0.1004 -0.5196 0.2040
C -3.6089 5.6734 0.7900 0.7569 1.6262 -1.5506
C -3.3995 4.7971 1.8591 1.0897 -1.2471 1.1827
C -2.1582 4.8356 2.5502 0.0857 0.2336 0.1271
C -1.1787 5.7515 2.0970 -0.2728 -1.0566 1.4627
C -1.5010 6.6030 1.0323 -0.9700 1.5225 -1.2186
C -1.8582 3.8557 3.5593 -1.5618 0.4610 -0.2633
Ir 0.4948 -1.1905 0.9637 -0.5650 -1.5890 -1.4964
P 1.3271 -3.6980 -1.8646 1.1612 -1.6632 -0.1304
C -0.5704 3.5490 3.9385 2.6838 -1.5666 0.9364
C -0.0603 2.1953 3.8830 -0.8540 1.5673 0.6002
C 1.3193 1.8716 3.6600 0.5948 -0.2620 -0.2263
C 1.6418 0.7034 2.9763 -0.5722 1.1714 1.2358
C 0.5514 -0.0927 2.5766 1.0073 -0.6986 0.7652
C -0.6913 -0.0645 3.2550 -0.2626 1.3177 0.9834
C -1.0143 1.1509 3.8554 -0.6156 -1.5616 -0.8214
Br 0.6796 -3.5256 1.4633 0.3021 0.3316 0.6613
H -2.7189 3.3102 3.9394 0.1878 -0.4429 -0.3047
H 0.1380 4.3439 4.2252 -0.0753 -0.2206 -0.8330
H -4.1616 4.0585 2.0918 -0.0027 0.2283 0.2515
H -0.1781 5.7578 2.5400 -0.3352 0.1212 -0.3258
H -4.5465 5.6590 0.2308 0.0613 0.3012 0.2785
H -0.7699 7.3414 0.6760 -0.2230 -0.4294 -0.1321
H 2.0886 2.5898 3.9288 -0.0486 -0.0048 -0.0718
H -2.0233 1.3586 4.2279 0.4143 -0.3851 -0.0311
H 2.6623 0.4247 2.7089 -0.3819 0.3528 0.1063
H -1.3840 -0.9180 3.2446 0.3072 0.5569 -0.0799
P 1.3409 0.3116 -0.5820 0.6002 1.2917 -0.2448
C 0.3333 -5.1314 -1.3771 -0.8882 0.4898 0.4942
C 1.0247 -6.3013 -0.6947 0.1165 -0.6797 0.0241
H -0.2416 -5.4426 -2.2531 0.0045 0.0952 0.0144
H -0.3582 -4.6977 -0.6344 -0.2036 -0.3731 -0.4775
H 0.3134 -7.1303 -0.5993 -0.0100 0.2824 0.0182
H 1.8730 -6.6846 -1.2692 -0.4489 0.0195 0.1177
H 1.3596 -6.0292 0.3151 -0.0774 -0.1886 -0.3267
C 3.0565 -3.8367 -1.2622 0.0767 1.0189 0.0781
C 3.7591 -5.1710 -1.0395 0.3411 -0.6025 0.0782
H 3.0474 -3.3031 -0.2975 0.0890 -0.0854 -0.2890
H 3.6416 -3.2401 -1.9802 -0.1370 0.0513 0.2329
H 4.7249 -4.9646 -0.5602 -0.1363 0.0979 -0.3243
H 3.2211 -5.8165 -0.3479 0.4206 0.2646 -0.2010
H 3.9440 -5.7064 -1.9815 -0.0735 0.1175 0.3489
C 1.2453 -3.5573 -3.6600 -0.3668 1.2280 -0.3290
C 1.6842 -4.8471 -4.3404 0.2327 -0.5225 -0.1088
H 1.8715 -2.6938 -3.9648 -0.3118 -0.5465 0.1189
H 0.1918 -3.3088 -3.9058 0.4717 -0.0934 -0.0106
H 1.7046 -4.6901 -5.4273 -0.0316 0.0087 0.2836
H 2.6967 -5.1299 -4.0265 -0.2361 -0.0571 -0.1380
H 0.9859 -5.6665 -4.1315 0.2766 0.1322 -0.0812
C 0.9295 0.7920 -2.3582 -0.4954 -0.3114 0.0127
C 1.3688 -0.0198 -3.5779 -0.0964 -0.1952 -0.0549
H 1.3947 1.7863 -2.4405 0.0555 -0.3124 0.2954
H -0.1557 0.9638 -2.4173 0.3045 0.1509 0.0169
H 1.2521 0.6256 -4.4648 0.1091 -0.2680 0.3296
H 2.4191 -0.3336 -3.5288 -0.2634 0.1008 -0.0667
H 0.7361 -0.9007 -3.7501 0.1725 0.2522 0.1114
C 3.0834 -0.2338 -0.6850 0.1261 -0.0562 -0.1681
C 3.9980 0.4717 0.3076 0.4233 -0.0570 0.1517
H 3.4190 -0.1182 -1.7234 -0.0292 0.2054 0.2495
H 3.0895 -1.3213 -0.4896 -0.1116 0.5083 -0.1161
H 5.0267 0.4875 -0.0662 -0.1966 0.0030 0.1424
H 3.6825 1.4989 0.4800 0.3406 0.0077 -0.0161
H 3.9990 -0.0518 1.2662 0.1209 0.0634 -0.1128
C 1.0516 2.0012 0.2032 0.2172 -0.2056 0.6040
C 0.2223 3.1024 -0.4628 0.0613 0.0425 -0.2463
H 2.0573 2.3642 0.4534 -0.2936 0.0877 -0.0958
H 0.5622 1.7991 1.1680 0.3864 0.0599 -0.4935
H 0.5233 4.0559 -0.0160 0.0486 -0.0658 -0.2144
H 0.3617 3.1638 -1.5425 -0.0530 0.2829 0.2035
H -0.8481 2.9965 -0.2594 0.0584 -0.1917 -0.1258
C -2.3424 -2.1973 0.6613 -1.5196 0.0173 -0.3245
N -1.3501 -1.2734 0.0108 0.0377 -0.3837 -0.9718
C -1.7099 0.1825 0.2008 -1.2421 0.3065 -0.3921
N -3.0640 0.4596 -0.2508 0.8905 -0.2065 0.3178
C -3.9682 -0.4321 0.4971 -0.2958 -0.5123 -0.1465
N -3.7196 -1.8696 0.2219 1.3419 0.6421 -0.4149
C -3.7805 -2.0581 -1.2581 0.0173 -0.1466 0.3668
N -2.7764 -1.2377 -1.9649 0.1748 0.0328 0.4683
C -1.4434 -1.5575 -1.4903 -0.5747 0.0965 -0.1608
C -3.0883 0.1749 -1.6928 -0.1988 -0.2229 -0.1647
H -2.2528 -2.1159 1.7459 -0.0955 -0.0358 -0.1187
H -2.1242 -3.2300 0.3428 0.1122 0.4481 0.2549
H -1.0226 0.7828 -0.4089 -0.3082 -0.2040 0.2536
H -1.6291 0.4502 1.2566 0.0056 -0.1153 -0.2660
H -4.9893 -0.1973 0.1933 -0.0013 -0.0614 0.2063
H -3.8322 -0.2637 1.5776 -0.1820 0.0669 -0.3374
H -3.6188 -3.1153 -1.4940 -0.1084 0.1697 0.0483
H -4.7713 -1.7456 -1.5953 0.0982 -0.2123 -0.0265
H -0.6915 -0.9586 -2.0170 -0.2877 -0.1453 0.2000
H -1.2291 -2.6252 -1.6594 -0.1617 0.3315 0.2203
H -4.0888 0.3986 -2.0762 0.2480 -0.0239 -0.0773
H -2.3372 0.8051 -2.1910 -0.3546 -0.0364 0.0700
```
Positions in Å, forces in eV/Å.

Computed properties:
Expectation value of S²: 8.8417
Maximum force, eV/A: 3.2
Kohn-Sham gap (alpha / beta), eV: 6.2020 / 3.6126
Total charge: +4
2S+1: 6

# 2
Density functional theory data (ωB97M-V/def2-TZVPD) for a cluster of 3 separate species, C31H52IN6O10 in total.

```
100
Properties=species:S:1:pos:R:3:forces:R:3
C -1.8945 -5.6856 3.1921 0.9686 -0.0690 0.0671
O -2.7602 -4.5187 3.1420 1.8567 0.3654 0.6828
C -1.9718 -3.3620 3.5836 -0.2870 0.2985 0.4742
C -0.6775 -3.0927 2.6760 -0.9008 1.6706 -0.3623
C -1.2354 -2.8508 1.1522 0.2096 -0.4168 0.5523
C -0.6937 -1.4836 0.5562 1.7214 0.4976 -0.8603
N -0.8979 -0.2171 0.8992 -0.8845 -2.6148 1.2901
C -1.8264 0.1053 2.0233 -1.1269 1.5413 0.3740
C -3.3033 0.3534 1.3937 0.3719 0.7176 -0.2858
C -4.3109 -0.8643 1.6036 -2.1160 0.0768 2.7995
N -4.6108 -1.7908 0.4663 0.9983 0.5119 1.6106
O -4.8652 -1.0239 2.7336 2.5864 0.6018 -4.2610
C -0.1294 0.8074 0.0718 0.7500 -1.1771 -0.9980
O 1.2105 0.6152 0.6191 -1.1679 1.4060 -0.5640
C -0.7343 2.2907 0.0187 0.3024 0.1015 -0.3124
C 0.2803 3.4523 0.4396 0.7158 3.3553 -1.1921
O 0.3791 4.4508 -0.3453 -0.4070 -4.0468 2.6657
C 1.1519 3.5120 1.7607 2.4188 0.0886 2.5640
C 0.7260 3.0382 3.1713 3.4478 1.0918 -0.3177
C 1.7248 3.1406 4.3778 1.4164 1.1969 -2.3703
C 3.1630 3.7446 4.2345 -3.0457 -0.1991 -3.7527
C 3.5616 4.2518 2.8065 -2.8571 -1.3855 0.8851
C 2.5934 4.1300 1.6027 -0.8520 -0.7919 2.8084
C -0.1457 -0.0083 -1.3498 2.1689 -1.4694 0.7736
C -1.5932 -0.0953 -2.0315 -0.3478 0.3944 -0.5538
C -1.5925 -0.2308 -3.6319 -1.0428 -0.5868 -0.3582
C -1.6120 -1.7712 -4.1633 -1.4554 0.7544 -0.2421
I 0.2306 -2.3045 -5.2450 -0.8117 0.2505 0.5841
C 1.1422 0.3345 -2.2563 -0.1832 1.3116 -1.2608
C 1.0520 1.8627 -2.8294 -0.3872 -0.9069 -0.4877
C 1.6807 1.9835 -4.3262 -0.9299 -0.1162 0.5554
C 3.2015 1.5091 -4.4016 1.2300 1.1757 0.6988
O 4.0623 2.0179 -3.6542 -2.9633 -2.4165 -2.7514
O 3.5016 0.5023 -5.3871 -1.2721 2.5189 1.5977
C 0.3010 -1.4450 -0.7071 -2.0178 -1.4949 -0.7115
O -0.0945 -2.5853 -1.5330 1.0045 0.8627 0.7117
C 0.9293 -3.6140 -1.5604 -0.8454 -1.3088 -0.7029
C 0.1680 -5.0074 -1.9499 2.3840 -0.1114 0.4527
C 1.0573 -6.1791 -1.2596 -0.5058 1.1655 0.6699
O 0.1479 -5.2657 -3.3682 -0.4230 0.6121 0.6966
H -1.2987 -5.7385 2.2056 -0.8999 -0.2571 1.4280
H -1.1335 -5.5348 4.0440 -1.0852 -0.4536 -1.1792
H -2.4605 -6.6535 3.3914 0.4798 1.5351 -0.4706
H -1.6541 -3.4738 4.6805 -0.3981 -0.1107 -1.4679
H -2.7229 -2.4810 3.5654 1.3371 -1.3321 -0.2000
H -0.1951 -2.0835 2.9771 -0.6597 -1.7935 -0.0146
H 0.1298 -3.8936 2.7315 -1.2759 1.0426 -0.1491
H -0.8907 -3.7820 0.5639 -0.4402 2.0823 0.3280
H -2.3896 -2.9255 1.1626 1.9537 0.4915 -0.0713
H -1.5037 1.1058 2.4908 -0.2797 -1.6794 -0.8282
H -1.8381 -0.6558 2.8705 0.2315 0.8121 -1.4916
H -3.6957 1.3266 1.8825 0.1902 -1.8481 -0.6412
H -3.1235 0.6266 0.2854 -0.6221 -0.7531 1.6992
H -4.5268 -2.7312 0.9092 -0.6377 0.7887 -0.5427
H -5.5815 -1.6590 0.1434 0.5973 -0.0614 0.3582
H 1.8431 1.2550 0.2211 -0.5696 -0.3517 0.3751
H -1.0061 2.4907 -1.0874 0.5214 -0.1383 1.9481
H -1.7000 2.4464 0.6079 1.3272 -0.4034 -0.5774
H -0.3137 2.6161 3.3540 1.5968 0.6848 -0.2227
H 1.4514 2.7849 5.4393 0.1325 0.5870 -2.0730
H 3.8871 3.8410 5.1245 -1.4194 -0.2422 -1.6458
H 4.5993 4.7273 2.6999 -1.8468 -0.8503 -0.1266
H 2.9182 4.5197 0.5685 -0.5919 -0.7608 1.9075
H -2.2116 0.8553 -1.7900 1.1781 -1.3987 -0.3043
H -2.2428 -0.9678 -1.6309 1.2832 1.3154 -0.4259
H -0.7868 0.3674 -4.1710 -1.0371 -0.8588 0.9542
H -2.6032 0.2085 -3.9906 1.6411 -0.6355 0.6167
H -1.8715 -2.5243 -3.3481 0.8801 1.0120 -1.0818
H -2.4507 -1.8615 -4.9546 1.6094 0.1255 1.1851
H 2.1427 0.1360 -1.7151 -1.7508 0.4260 -0.6378
H 1.1887 -0.3265 -3.2077 -0.4129 0.6995 1.7535
H 1.4687 2.6387 -2.1053 -0.4765 -1.0113 -1.1110
H -0.0823 2.0481 -2.9782 1.8897 0.0594 0.2653
H 0.9961 1.3512 -5.0036 1.2198 0.7737 0.8862
H 1.5091 3.0752 -4.6403 0.8409 -1.5945 0.3085
H 2.7471 0.5457 -6.0260 0.7722 -0.3345 0.7012
H 1.4152 -1.6400 -0.5622 -1.5876 1.1682 0.6069
H 1.7150 -3.3397 -2.3630 -1.0018 -0.5147 1.3580
H 1.3914 -3.8027 -0.5285 -0.5116 0.6193 -1.3218
H -0.8815 -4.9089 -1.4974 1.3611 -0.4548 -1.1952
H 0.6650 -6.2632 -0.1724 0.8733 -0.2420 -1.6581
H 2.1407 -5.7740 -1.2153 -1.5981 -1.0087 -0.1089
H 1.0007 -7.1721 -1.8233 -0.0339 1.5426 0.9008
H 1.0332 -5.1573 -3.7763 -0.6848 -0.0015 0.7161
C -5.1948 4.3010 3.1006 -0.0069 0.0951 -0.2650
O -5.0589 4.0733 1.9061 0.1507 -0.1958 0.0416
N -4.9908 5.5275 3.6377 0.2099 0.6423 -0.0495
N -5.5620 3.3454 3.9906 -0.0742 -0.7531 0.2077
H -5.0971 5.7354 4.6141 -0.0223 -0.0283 -0.0887
H -4.7170 6.2646 3.0082 -0.0734 -0.1171 0.1332
H -5.7239 2.4191 3.6296 -0.0635 0.1787 0.1195
H -5.6791 3.5121 4.9737 -0.0193 0.0079 -0.0928
C 7.1145 2.7551 -1.4513 -0.2367 -0.0846 -0.0452
O 6.3156 2.6206 -0.5338 0.0097 0.0251 0.0545
N 8.3829 3.1960 -1.2570 0.6259 0.2815 0.5079
N 6.8020 2.4757 -2.7392 -0.3791 -0.2419 -0.2985
H 9.0531 3.3134 -1.9948 -0.0905 -0.0230 0.0495
H 8.6532 3.4145 -0.3120 -0.0274 -0.0387 -0.2025
H 5.8661 2.1448 -2.9240 0.1966 0.1121 -0.1059
H 7.4423 2.5795 -3.5051 -0.0155 0.0090 0.1150
```
Positions in Å, forces in eV/Å.

Computed properties:
Maximum force, eV/A: 5.0
Kohn-Sham gap, eV: 7.5443
Total charge: +1

Question: Among the records above, which one has the highest maximum force?
Answer: C31H52IN6O10

Question: Look up the maximum force of the second one.
Answer: 5.0 eV/A

Question: The highest maximum force belongs to which entry?
Answer: C31H52IN6O10